ORCA calculation (ωB97M-V with the def2-TZVPD basis set) on a cluster of 9 separate species, C30H47O28P in total.

Properties
* M: 886.65 g mol⁻¹
* charge: -1
* HOMO energy (spin up / spin down): 0.40 / -8.23 eV
* multiplicity: 2
* LUMO level (spin up / spin down): 1.7 / 1.6 eV
* <S²>: 0.750

Atoms and positions in Å:
H: 0.85039 2.73345 1.11593
H: -6.82355 2.82772 -4.33183
H: 8.41925 1.54252 1.02922
C: -0.85789 -2.08065 -5.11873
H: 0.94695 -4.43816 4.76618
H: -1.71651 -3.38630 -0.00538
H: -2.24077 -0.44411 -5.58591
C: 1.48213 5.66105 -0.97390
H: -8.41034 1.28758 -4.31315
H: -1.83083 0.74881 -0.74404
H: 7.23017 2.29172 1.91476
O: 6.41941 -2.37649 -0.45388
O: 5.58730 0.02166 1.35195
O: 0.22026 -1.30832 -4.71052
H: 2.01188 0.65739 -1.22905
H: -2.61463 -1.57280 -2.35297
O: -0.52445 -0.29636 -6.61468
O: 4.55449 0.57171 -0.63719
H: 7.49904 -0.54485 2.20924
H: -1.33973 -3.94498 6.70466
H: 2.14073 0.22388 0.53526
O: -1.19192 6.47030 0.90231
C: 0.52213 -0.43457 -5.75787
H: 4.13846 -4.33128 -0.74165
O: 0.66061 -2.40656 4.93606
C: -1.60659 -1.17949 -6.08101
C: 0.42879 -3.71538 5.39641
H: 2.09379 4.85342 -1.37602
H: -2.55352 4.12240 2.03027
C: 0.03758 -4.75682 -0.30569
O: 6.50413 1.61067 0.14331
H: -1.11247 -3.60242 -1.71318
O: -1.43333 -2.43394 5.46077
H: 1.21727 6.32132 -1.79972
O: -5.60457 1.25648 -3.52579
O: -7.42300 -0.08986 -3.20252
C: 1.74345 -0.04805 -0.44266
H: 2.74468 7.24342 -0.33800
C: -3.62778 4.04546 2.19804
O: 0.27788 5.32820 -0.23665
C: -0.04505 1.37950 2.63670
C: 7.37389 1.40076 1.30349
C: -1.06538 -3.79289 5.66077
H: -0.69894 3.49155 1.72978
C: -2.53448 -0.06340 -0.56156
C: -3.64886 3.23398 3.49029
O: -4.61504 3.78898 4.24976
C: 6.61937 -2.98761 -1.69532
C: -0.12010 6.32662 0.41395
O: -5.30583 -0.94336 -3.69151
C: -6.09049 -0.04226 -3.45543
H: -1.53925 -4.49359 4.97334
C: -3.09464 -0.74763 -1.82687
O: -4.17093 5.23192 2.66840
C: 5.62864 -3.18027 0.38442
H: 0.71633 3.56270 2.52122
H: -8.57912 1.48430 -2.63591
H: 0.84723 -4.32680 -0.89529
H: 5.55277 -5.31638 -0.17259
O: -0.49340 -0.45861 4.93521
H: -4.13521 -1.04438 -1.69557
C: -0.40602 -1.67132 5.13144
H: -6.63727 2.95427 -2.74993
H: 0.39203 -4.73768 0.72489
O: 0.06093 -1.76492 1.69347
H: 0.85149 0.77688 2.78218
H: -2.10275 -1.64196 -6.93427
O: -2.08527 -7.31734 -1.53119
H: -3.25884 0.51586 0.01102
H: 2.94243 -1.67320 -0.07957
H: 4.80709 -2.54152 0.70869
H: 6.21439 -3.41661 1.27275
C: -4.70215 5.05117 3.92562
C: 2.10587 -1.50429 -0.75760
H: -4.23260 3.62054 1.39696
O: 1.37254 0.36507 -5.67531
H: 2.72399 6.08655 0.96009
H: 6.43095 0.69282 3.03466
O: 0.94098 7.10842 0.61771
C: -1.22903 -4.04515 -0.72398
C: -7.83596 1.22243 -3.38906
O: 7.41788 -2.69720 -2.61111
C: 6.76391 0.25180 2.09512
O: 5.72088 -3.88182 -1.83493
O: -0.27818 -6.05693 -0.74087
O: -5.28646 5.87021 4.57721
H: -1.31387 -2.42094 -4.18902
C: 5.20817 -4.34709 -0.53290
H: -0.42872 -2.93058 -5.64933
H: 0.97169 -3.93840 6.31489
C: 2.12480 6.48610 0.14190
C: -1.63315 -6.21760 -1.12533
C: 0.14627 2.83667 1.94155
C: -6.66300 2.15433 -3.48988
H: -2.73041 3.17771 4.07459
O: -1.94649 -0.93141 0.25619
H: -3.31921 -0.02427 -2.61072
H: 2.54140 -1.59579 -1.75261
H: -4.11988 2.26306 3.33686
P: -0.50407 -0.67126 0.95566
C: 5.42788 0.72401 0.19561
O: 0.34722 0.04706 -0.26829
O: -2.18258 -5.01705 -0.92506
H: -0.41537 1.49151 3.65573
H: 1.26377 -2.15649 -0.52603
O: -0.88569 0.57346 1.85254